No. 1
{
  "formula": "C3H5NaOTl",
  "method": "the ωB97M-V functional and the def2-TZVPD basis",
  "charge": 1,
  "homo_energy_ev": -10.59,
  "gap_ev": 6.366,
  "lumo_ev": -4.23,
  "symbols": ["C", "O", "Na", "H", "Tl", "C", "C", "H", "H", "H", "H"],
  "xyz": [[0.2377, 0.4276, -0.1644], [1.1971, -0.0662, -0.7711], [2.9210, 1.2206, -0.9706], [0.2572, 1.4822, 0.1613], [-1.3670, -0.5961, 1.1761], [-3.3844, 0.9797, 0.2199], [-3.8148, -0.4598, 0.0493], [-2.9379, 1.5394, -0.6023], [-3.5388, 1.5268, 1.1512], [-3.6743, -1.0028, -0.8861], [-4.3165, -1.0008, 0.8530]],
  "atomic_forces_ev_per_a": [[-0.371, -0.976, -0.593], [-0.083, 0.750, 0.281], [0.132, -0.041, -0.091], [0.864, 1.045, -0.146], [0.275, -1.216, 1.127], [-2.043, -5.459, -1.169], [1.265, 5.902, 0.666], [-0.169, -0.373, 0.062], [-0.106, -0.414, -0.140], [0.063, 0.410, 0.115], [0.173, 0.372, -0.112]]
}

No. 2
{
  "formula": "C3H5NiO3",
  "method": "the ωB97M-V functional and the def2-TZVPD basis",
  "charge": 1,
  "relative_energy_kj_mol": 339.9,
  "s2": 2.031,
  "spin_multiplicity": 3,
  "homo_energy_ev": [-13.50, -12.67],
  "gap_ev": [7.687, 6.330],
  "lumo_ev": [-5.81, -6.34],
  "symbols": ["H", "O", "C", "H", "O", "Ni", "O", "C", "C", "H", "H", "H"],
  "xyz": [[3.2725, 1.4329, -0.8422], [1.6383, 0.7886, -1.8326], [2.8351, 0.7051, -1.5332], [3.3780, -0.1103, -2.0176], [0.9091, 1.7611, -1.1683], [-0.7149, 1.0785, -0.6813], [-1.9263, 0.5739, 0.4323], [-2.2407, -0.4245, 1.2360], [-1.5084, -1.5249, 1.4868], [-3.2277, -0.3265, 1.7157], [-1.8971, -2.2899, 2.1594], [-0.5179, -1.6639, 1.0450]],
  "atomic_forces_ev_per_a": [[-0.132, -0.225, -0.038], [0.294, -0.986, -0.324], [0.307, 0.262, -0.056], [-0.096, 0.276, 0.014], [0.443, 0.943, 0.058], [-0.329, -0.246, 0.112], [-0.313, -0.568, 0.621], [-1.100, 0.358, 0.085], [0.637, -0.195, -0.127], [0.450, 0.128, -0.250], [0.151, 0.259, -0.257], [-0.313, -0.006, 0.163]]
}

No. 3
{
  "formula": "C3H5O2S",
  "method": "the ωB97M-V functional and the def2-TZVPD basis",
  "charge": -1,
  "relative_energy_kj_mol": 91.0,
  "smiles": "O=C([O-])CCS",
  "homo_energy_ev": -3.92,
  "gap_ev": 7.264,
  "lumo_ev": 3.34,
  "symbols": ["O", "C", "O", "C", "C", "S", "H", "H", "H", "H", "H"],
  "xyz": [[-1.8764, -0.9489, -0.5737], [-0.7464, -1.5514, -0.3770], [-0.2550, -2.7058, -0.4656], [0.5162, -0.3825, -0.3229], [-0.1655, 0.9321, -0.0778], [0.6845, 2.0344, 1.1789], [1.0468, -0.4764, -1.2413], [1.2414, -0.5502, 0.5645], [-1.1549, 0.9258, 0.2132], [-0.0787, 1.6192, -0.9955], [0.7880, 1.1036, 2.0971]],
  "atomic_forces_ev_per_a": [[2.130, -2.815, 0.816], [1.190, 2.080, -1.757], [-1.921, 1.143, 0.469], [-1.401, -1.321, 3.120], [2.978, 2.900, -1.825], [-0.077, 0.256, -0.755], [0.384, 0.084, -0.672], [-1.065, -0.268, -1.549], [-1.885, -0.600, 0.404], [-0.396, -0.947, 1.088], [0.063, -0.511, 0.661]]
}

No. 4
{
  "formula": "C3H5O2Zn",
  "method": "the ωB97M-V functional and the def2-TZVPD basis",
  "charge": 1,
  "homo_energy_ev": -15.00,
  "gap_ev": 7.332,
  "lumo_ev": -7.67,
  "symbols": ["O", "Zn", "O", "C", "C", "C", "H", "H", "H", "H", "H"],
  "xyz": [[-0.0236, -0.3253, -0.1060], [-1.1032, 0.5576, 0.9729], [0.6788, 0.6181, 1.8987], [1.4584, 0.0183, 1.2162], [0.3778, -0.6292, -1.4215], [-0.4952, -0.0810, -2.5299], [1.3971, -0.2234, -1.5286], [0.4400, -1.7270, -1.4978], [-0.3094, 0.9917, -2.6853], [-0.2438, -0.5728, -3.4803], [-1.5592, -0.2960, -2.3508]],
  "atomic_forces_ev_per_a": [[0.488, -0.507, -0.861], [-0.693, 0.385, 0.149], [2.340, -0.860, -0.139], [-2.023, 1.423, 1.604], [0.403, -0.854, -1.056], [-0.121, 0.181, -0.262], [-0.288, -0.165, 0.018], [-0.049, 0.360, 0.041], [-0.326, -0.229, 0.169], [0.027, 0.080, 0.322], [0.241, 0.184, 0.016]]
}

No. 5
{
  "formula": "C3H5O3",
  "method": "the ωB97M-V functional and the def2-TZVPD basis",
  "charge": -1,
  "relative_energy_kj_mol": 90.1,
  "homo_energy_ev": -4.02,
  "gap_ev": 8.152,
  "lumo_ev": 4.13,
  "symbols": ["O", "C", "C", "H", "H", "H", "H", "O", "C", "O", "H"],
  "xyz": [[2.5239, -0.7098, -0.3750], [1.4632, -1.1083, -0.8121], [0.1819, -0.9390, -0.1341], [1.4720, -1.5442, -1.9439], [-0.1879, -1.8983, 0.3911], [-0.6594, -0.6317, -0.7600], [0.2710, -0.1020, 0.5853], [-0.5818, 1.5644, -0.2845], [-1.2730, 1.7056, 0.7871], [-1.9505, 0.8813, 1.3315], [-1.2595, 2.7819, 1.2144]],
  "atomic_forces_ev_per_a": [[-0.453, -0.563, -0.215], [1.151, 0.059, -2.242], [-1.419, -1.037, 1.708], [-0.185, 0.489, 2.051], [0.852, 1.169, -0.674], [0.437, -0.122, -0.257], [0.033, -0.971, -0.267], [-0.768, 1.197, 1.048], [2.114, 2.532, -2.922], [-1.840, -2.066, 1.850], [0.078, -0.688, -0.080]]
}

No. 6
{
  "formula": "C3H5O3",
  "method": "the ωB97M-V functional and the def2-TZVPD basis",
  "charge": -1,
  "relative_energy_kj_mol": 18.6,
  "smiles": "O=C([O-])CCO",
  "homo_energy_ev": -3.90,
  "gap_ev": 7.763,
  "lumo_ev": 3.87,
  "symbols": ["O", "C", "O", "C", "C", "O", "H", "H", "H", "H", "H"],
  "xyz": [[-1.1803, 2.0316, -0.6270], [-1.2563, 0.8031, -0.8303], [-2.2511, 0.0966, -1.0984], [0.1282, 0.0123, -0.6166], [0.2083, -0.6477, 0.7595], [1.6055, -0.8320, 1.1034], [0.7911, 0.8813, -0.6268], [0.3402, -0.7152, -1.3927], [-0.2854, 0.0112, 1.4783], [-0.1384, -1.6764, 0.7109], [2.0383, 0.0352, 1.1396]],
  "atomic_forces_ev_per_a": [[0.001, 0.067, -0.059], [0.275, -1.072, 0.332], [0.005, 0.067, -0.114], [-1.120, 1.203, 0.334], [1.087, 0.514, -1.124], [0.240, 0.157, 0.550], [0.590, -0.429, -0.087], [0.058, 0.046, -0.232], [-0.145, -0.446, 0.225], [-0.604, 0.198, 0.336], [-0.387, -0.306, -0.163]]
}